# 1
58
Properties=species:S:1:pos:R:3:forces:R:3 method="wB97M-V/def2-TZVPD" homo_lumo_gap_ev="6.7 / 6.7" total_charge=-1 lumo_ev="2.32 / 2.32" e_tot_ha=-8484.06097 spin_multiplicity=1 fmax_ev_per_a=0.5
Ni -0.215 -0.024 0.317 0.0 0.3 0.4
C -2.286 -0.125 -2.900 -0.1 0.1 0.0
C -0.904 -0.748 -2.987 0.1 0.1 0.1
N 0.099 -0.056 -2.172 0.0 0.3 -0.4
C 0.290 1.344 -2.578 0.0 -0.1 0.1
C 0.612 1.600 -4.050 0.0 0.0 -0.1
C 1.343 -0.817 -2.147 -0.1 0.0 0.1
C 2.316 -0.388 -1.055 0.0 0.1 0.0
N 1.683 -0.223 0.250 0.3 -0.1 0.0
C 2.466 -0.203 1.345 -0.2 0.0 -0.1
C 1.903 -0.064 2.652 0.0 -0.1 -0.1
F 0.568 0.071 2.793 0.1 0.0 0.0
C 2.647 -0.031 3.804 0.0 0.0 0.0
F 1.992 0.089 4.976 0.0 0.0 0.0
C 4.029 -0.107 3.812 0.0 0.0 0.1
C 4.610 -0.189 2.568 0.0 0.0 -0.1
F 5.958 -0.229 2.471 0.0 0.0 0.0
C 3.888 -0.224 1.392 0.0 0.0 0.1
F 4.641 -0.235 0.258 0.0 0.0 -0.1
H -2.997 -0.737 -3.459 0.0 0.0 0.0
H -2.319 0.881 -3.326 0.0 0.0 0.0
H -2.621 -0.074 -1.863 0.0 -0.1 0.0
H -0.582 -0.800 -4.040 0.0 0.0 0.0
H -0.947 -1.773 -2.620 0.0 0.0 0.0
H 1.092 1.750 -1.960 0.0 0.0 0.0
H -0.606 1.902 -2.301 0.0 0.0 0.0
H 1.439 0.982 -4.407 0.0 0.0 0.0
H 0.902 2.644 -4.183 0.0 0.0 0.0
H -0.247 1.413 -4.697 0.0 0.0 0.0
H 1.868 -0.777 -3.116 0.1 0.0 0.0
H 1.071 -1.855 -1.973 0.0 0.0 0.0
H 2.838 0.529 -1.371 0.0 0.0 0.0
H 3.084 -1.161 -1.036 0.0 -0.1 0.0
H 4.607 -0.094 4.723 0.0 0.0 0.0
C 2.034 2.834 0.690 0.0 0.0 0.0
C 0.588 3.155 0.463 -0.1 0.0 0.1
C 0.206 4.511 0.320 0.0 0.0 0.0
C -1.101 4.853 0.159 0.0 0.0 0.0
C -2.086 3.844 0.152 0.0 0.0 0.0
C -3.479 4.064 0.015 0.1 -0.1 0.0
Br -4.157 5.827 -0.187 0.0 0.1 0.0
C -4.349 3.012 0.025 -0.1 -0.1 0.0
C -3.886 1.699 0.171 0.0 0.1 0.0
Br -5.131 0.280 0.169 0.0 0.0 0.0
C -2.532 1.396 0.311 0.1 0.0 0.0
O -2.069 0.215 0.446 -0.3 -0.1 -0.1
C -1.629 2.519 0.295 0.1 0.0 0.0
N -0.310 2.190 0.431 0.0 -0.1 -0.2
H 2.629 3.747 0.667 0.0 0.0 0.0
H 2.412 2.142 -0.058 0.0 0.0 0.0
H 2.172 2.354 1.660 0.0 0.0 0.0
H 0.976 5.272 0.344 0.0 0.0 0.0
H -1.396 5.888 0.047 0.0 0.0 0.0
H -5.412 3.182 -0.082 0.0 0.0 0.0
F -0.292 -2.690 -0.478 0.0 0.0 0.0
C -0.446 -1.885 0.643 0.1 -0.2 0.1
F -1.663 -2.252 1.126 0.1 0.0 0.0
F 0.449 -2.419 1.541 -0.1 0.0 -0.1

# 2
13
Properties=species:S:1:pos:R:3:forces:R:3 method="wB97M-V/def2-TZVPD" homo_lumo_gap_ev="8.4 / 7.1" total_charge=+1 e_above_lowest_kcal_mol=212.5 lumo_ev="-6.94 / -7.93" e_tot_ha=-248.84754 spin_multiplicity=2 fmax_ev_per_a=9.6
C 0.719 -0.817 1.381 -0.7 -1.3 1.3
C 0.487 -0.476 0.007 -0.9 -0.3 -0.2
C 0.457 0.831 -0.706 1.8 2.2 1.3
N 0.170 2.041 -0.040 0.4 -4.7 -0.3
C -0.997 -0.167 -0.410 -3.2 -5.0 -0.2
C -0.958 -1.619 -0.495 1.0 9.5 -0.4
H 1.634 -0.530 1.815 1.0 0.9 0.5
H -0.187 -0.429 1.895 0.6 0.2 0.4
H 0.626 -1.904 1.595 -0.1 0.4 -0.5
H 0.996 0.702 -1.656 -1.0 0.4 -0.4
H 0.051 2.855 -0.595 0.7 0.9 -1.2
H -1.567 0.737 -0.072 -0.2 -1.9 0.2
H -0.991 -2.224 -1.368 0.5 -1.4 -0.3